A molecular structure, C44H71N9OSSi2Tc in a non-equilibrium geometry. Source: OMol25; level of theory: wB97M-V/def2-TZVPD.

```
129
Properties=species:S:1:pos:R:3
Tc 0.154 0.460 0.668
O -0.668 -0.407 2.342
N 0.015 -0.458 3.489
C -0.559 -1.104 4.524
C 0.063 -1.192 5.737
C 1.312 -0.588 5.903
C 1.882 0.070 4.842
C 1.225 0.135 3.606
S 1.920 0.926 2.256
H -1.532 -1.526 4.320
H -0.424 -1.713 6.547
H 1.822 -0.636 6.855
H 2.846 0.551 4.915
C 3.098 2.616 -0.919
C 2.093 2.464 -2.025
C 2.086 3.380 -3.069
C 1.290 3.187 -4.182
C 0.499 2.053 -4.266
C 0.458 1.128 -3.229
C -0.302 -0.157 -3.423
C 1.229 1.365 -2.086
N 1.330 0.371 -1.046
C 2.195 -0.563 -1.360
C 2.893 -0.562 -2.694
C 2.647 -1.638 -0.466
C 3.796 -2.483 -0.950
N 2.094 -1.831 0.666
C 2.709 -2.698 1.599
C 4.066 -2.535 1.962
C 5.019 -1.569 1.303
C 4.580 -3.304 3.001
C 3.806 -4.233 3.670
C 2.488 -4.410 3.291
C 1.929 -3.658 2.268
C 0.510 -3.936 1.861
H 3.221 3.665 -0.656
H 2.804 2.066 -0.029
H 4.072 2.244 -1.249
H 2.738 4.244 -3.014
H 1.317 3.899 -4.997
H -0.072 1.864 -5.168
H 0.259 -0.822 -4.087
H -1.271 0.028 -3.890
H -0.446 -0.681 -2.483
H 2.557 0.233 -3.348
H 2.720 -1.519 -3.187
H 3.969 -0.443 -2.558
H 3.532 -2.953 -1.895
H 4.026 -3.261 -0.227
H 4.693 -1.886 -1.115
H 4.517 -0.815 0.706
H 5.723 -2.112 0.667
H 5.602 -1.056 2.068
H 5.617 -3.160 3.281
H 4.227 -4.825 4.472
H 1.875 -5.151 3.791
H 0.396 -4.990 1.597
H 0.227 -3.330 1.008
H -0.178 -3.736 2.686
C -2.820 -3.887 -2.652
N -1.446 -3.595 -2.999
C -0.895 -4.335 -4.125
C 0.558 -3.871 -4.116
N 0.817 -3.510 -2.719
C 1.483 -4.562 -1.946
C -0.449 -3.170 -2.148
N -0.467 -2.528 -1.054
C -1.627 -2.275 -0.234
C -2.530 -1.143 -0.687
N -1.963 0.207 -0.626
C -2.595 1.061 -1.357
N -3.649 0.831 -2.227
C -4.864 0.053 -2.031
C -3.812 1.960 -3.136
C -2.645 2.877 -2.762
N -2.213 2.423 -1.436
C -2.894 3.172 -0.375
H -3.394 -3.957 -3.575
H -3.253 -3.104 -2.035
H -2.910 -4.843 -2.123
H -1.412 -4.071 -5.048
H -0.989 -5.418 -3.974
H 0.664 -2.975 -4.735
H 1.258 -4.623 -4.473
H 0.876 -5.473 -1.856
H 1.691 -4.186 -0.948
H 2.420 -4.828 -2.432
H -1.264 -2.015 0.762
H -2.264 -3.163 -0.136
H -3.399 -1.186 -0.024
H -2.857 -1.330 -1.715
H -4.846 -0.522 -1.115
H -5.031 -0.622 -2.874
H -5.717 0.734 -1.972
H -4.786 2.435 -2.983
H -3.767 1.623 -4.174
H -2.935 3.925 -2.735
H -1.820 2.763 -3.453
H -2.703 4.233 -0.514
H -2.482 2.867 0.576
H -3.982 3.008 -0.373
C 1.801 4.347 1.955
Si 0.016 4.142 1.333
C -0.092 4.561 -0.510
C -0.859 5.518 2.314
C -0.600 2.382 1.786
Si -2.322 2.195 2.621
C -1.973 2.102 4.488
C -3.403 0.715 2.111
C -3.515 3.671 2.427
H 2.257 5.252 1.546
H 2.447 3.510 1.709
H 1.810 4.447 3.043
H 0.823 5.042 -0.858
H -0.907 5.260 -0.706
H -0.256 3.668 -1.110
H -0.151 6.332 2.483
H -1.204 5.183 3.295
H -1.714 5.946 1.790
H 0.019 2.248 2.675
H -2.862 1.800 5.046
H -1.683 3.089 4.857
H -1.172 1.411 4.753
H -2.822 -0.187 1.945
H -3.956 0.943 1.196
H -4.137 0.511 2.894
H -3.099 4.500 1.858
H -3.793 4.060 3.408
H -4.436 3.358 1.931
```

Properties
largest force on an atom = 2.844 eV Å⁻¹
net charge = +1
spin multiplicity = 3
⟨S²⟩ = 2.07
HOMO (alpha / beta) = -9.921 / -9.874 eV
gap between HOMO and LUMO (alpha / beta) = 7.25 / 7.06 eV
molecular weight = 928.35 g mol⁻¹


2 unconnected molecules or ions with the total composition C4H14N2O in a non-equilibrium geometry. Source: OMol25; level of theory: wB97M-V/def2-TZVPD.

```
21
Properties=species:S:1:pos:R:3
C -1.638 -1.565 -1.321
C -1.806 -0.992 0.042
C -0.881 0.258 0.247
N 0.456 0.124 -0.275
C 1.466 -0.354 0.646
N 2.856 -0.180 0.353
H -1.865 -2.655 -1.455
H -2.047 -0.898 -2.081
H -0.583 -1.619 -1.600
H -1.646 -1.695 0.851
H -2.792 -0.464 0.130
H -1.322 1.107 -0.307
H -0.908 0.548 1.291
H 0.885 0.483 -1.115
H 1.222 -1.416 0.784
H 1.186 -0.049 1.682
H 3.149 -1.012 -0.134
H 3.480 0.056 1.102
O 0.349 3.811 0.503
H 0.696 3.328 -0.254
H -0.255 3.183 0.911
```

Properties
largest force on an atom = 3.199 eV Å⁻¹
net charge = 0
HOMO = -8.231 eV
relative energy (zero: lowest compared OMol25 entry of this formula, charge and spin) = 2.095 eV
gap between HOMO and LUMO = 9.12 eV
molecular weight = 106.17 g mol⁻¹